Entry 1:
Entry from the OMol25 dataset: the molecule C22H28N4O4S (ωB97M-V with the def2-TZVPD basis set).

Values from the calculation:
Lowest unoccupied orbital energy = 0.61 eV
Relative energy (zero: lowest compared OMol25 entry of this formula, charge and spin) = 42.2 kJ/mol
SMILES string = CCc1ccc(N(CC(=O)NC[C@H]2CCCO2)C(=O)CCC(=O)Nc2nccs2)cc1
HOMO level = -8.61 eV
Total charge = 0

Geometry (Å):
C -7.20 -2.17 1.35
H -6.40 -2.70 1.87
H -8.14 -2.40 1.83
H -7.23 -2.53 0.32
C -6.94 -0.66 1.38
C -5.63 -0.34 0.71
C -5.58 -0.08 -0.65
C -4.37 0.17 -1.28
C -3.19 0.16 -0.54
C -3.23 -0.09 0.82
C -4.45 -0.35 1.44
H -4.47 -0.54 2.50
H -2.32 -0.10 1.40
N -1.96 0.46 -1.19
C -0.95 -0.42 -1.41
O 0.08 -0.06 -1.94
C -1.16 -1.86 -0.97
H -1.94 -1.93 -0.21
C 0.18 -2.37 -0.43
C 0.70 -1.37 0.57
O -0.02 -0.60 1.18
N 2.05 -1.30 0.77
C 3.05 -2.03 0.19
N 2.93 -3.14 -0.45
C 4.14 -3.60 -0.88
C 5.20 -2.83 -0.57
S 4.70 -1.43 0.31
H 6.24 -2.99 -0.80
H 4.16 -4.52 -1.42
H 2.36 -0.47 1.29
H 0.07 -3.35 0.05
H 0.90 -2.47 -1.23
H -1.46 -2.45 -1.84
C -1.78 1.82 -1.67
H -2.73 2.35 -1.59
C -0.71 2.63 -0.93
O -0.34 3.70 -1.38
N -0.27 2.12 0.23
H -0.51 1.17 0.49
C 0.91 2.64 0.87
H 0.92 3.72 0.73
H 0.86 2.40 1.93
C 2.20 2.00 0.27
C 3.16 3.03 -0.32
H 3.80 2.56 -1.06
C 3.98 3.43 0.91
H 3.43 4.15 1.51
C 4.09 2.09 1.64
H 4.98 1.54 1.32
O 2.94 1.33 1.29
H 4.12 2.21 2.73
H 4.95 3.84 0.66
H 2.63 3.86 -0.79
H 1.90 1.26 -0.47
H -1.47 1.80 -2.72
H -4.34 0.38 -2.34
H -6.49 -0.07 -1.23
H -7.75 -0.15 0.86
H -6.92 -0.32 2.41

Entry 2:
Entry from the OMol25 dataset: the molecule C22H28N4O6S (ωB97M-V with the def2-TZVPD basis set).

Values from the calculation:
Lowest unoccupied orbital energy = 0.60 eV
Relative energy (zero: lowest compared OMol25 entry of this formula, charge and spin) = 227.6 kJ/mol
SMILES string = COC(=O)C1CCN([C@@H](c2cc(OC)c(OC)c(OC)c2)c2sc3nc(C)nn3c2O)CC1
HOMO level = -8.01 eV
Total charge = 0

Geometry (Å):
C -5.96 -3.25 -0.03
H -5.80 -3.39 -1.10
H -6.40 -2.27 0.13
H -6.61 -4.03 0.36
O -4.73 -3.37 0.67
C -3.79 -2.47 0.37
O -3.95 -1.58 -0.43
C -2.51 -2.74 1.14
C -1.59 -3.58 0.22
C -0.86 -2.67 -0.74
N 0.09 -1.82 -0.04
C -0.29 -1.55 1.34
C -1.81 -1.43 1.52
H -2.18 -0.63 0.88
H -2.04 -1.16 2.55
H 0.09 -2.36 1.97
H 0.19 -0.63 1.66
C 0.56 -0.68 -0.82
C 2.03 -0.58 -0.55
C 2.95 0.33 -0.94
N 4.20 -0.02 -0.49
C 4.28 -1.18 0.22
N 5.52 -1.39 0.58
C 6.18 -0.33 0.07
N 5.42 0.53 -0.59
C 7.64 -0.14 0.24
H 7.89 -0.08 1.30
H 7.95 0.77 -0.26
H 8.17 -0.99 -0.19
S 2.73 -1.91 0.36
O 2.77 1.45 -1.66
H 3.62 1.91 -1.72
C -0.20 0.61 -0.56
C 0.24 1.54 0.36
C -0.50 2.68 0.65
C -1.73 2.88 0.03
C -2.17 1.94 -0.93
C -1.40 0.82 -1.22
H -1.74 0.12 -1.95
O -3.36 2.21 -1.52
C -3.91 1.25 -2.40
H -4.89 1.64 -2.69
H -4.04 0.28 -1.90
H -3.29 1.13 -3.29
O -2.49 4.01 0.29
C -3.75 3.78 0.87
H -3.66 3.23 1.82
H -4.17 4.76 1.07
H -4.42 3.23 0.20
O 0.10 3.49 1.57
C -0.46 4.74 1.93
H 0.30 5.21 2.56
H -1.38 4.61 2.51
H -0.66 5.36 1.06
H 1.18 1.42 0.88
H 0.42 -0.94 -1.88
H -0.30 -3.26 -1.47
H -1.61 -2.07 -1.29
H -2.19 -4.31 -0.33
H -0.87 -4.13 0.83
H -2.77 -3.33 2.02

Entry 3:
Entry from the OMol25 dataset: the molecule C22H28N6O3 (ωB97M-V with the def2-TZVPD basis set).

Values from the calculation:
Lowest unoccupied orbital energy = 0.60 eV
Relative energy (zero: lowest compared OMol25 entry of this formula, charge and spin) = 423.1 kJ/mol
SMILES string = CCC[C@@H](c1nnnn1Cc1ccc(OC)cc1)N1CCN(C(=O)c2ccco2)CC1
HOMO level = -8.54 eV
Total charge = 0

Geometry (Å):
C -5.54 -1.50 -1.17
H -5.22 -2.40 -1.69
C -5.10 -1.53 0.29
C -3.61 -1.77 0.47
H -3.40 -1.91 1.54
H -3.32 -2.68 -0.06
C -2.73 -0.62 -0.04
C -2.94 0.61 0.78
N -3.45 0.68 1.99
N -3.39 1.95 2.35
N -2.88 2.66 1.44
N -2.57 1.86 0.42
C -1.93 2.36 -0.77
C -0.43 2.26 -0.70
C 0.31 1.85 -1.80
C 1.69 1.75 -1.75
C 2.36 2.07 -0.57
C 1.63 2.51 0.53
C 0.25 2.61 0.46
H -0.30 2.96 1.33
H 2.16 2.76 1.43
O 3.70 1.98 -0.40
C 4.50 1.53 -1.47
H 5.52 1.54 -1.10
H 4.42 2.20 -2.33
H 4.24 0.51 -1.77
H 2.22 1.42 -2.62
H -0.21 1.59 -2.72
H -2.23 3.41 -0.85
H -2.31 1.81 -1.63
N -1.30 -0.88 -0.06
C -0.82 -1.82 -1.04
C 0.66 -1.56 -1.28
N 1.43 -1.41 -0.05
C 2.77 -1.36 -0.25
O 3.26 -1.62 -1.34
C 3.68 -0.98 0.84
C 5.05 -1.09 0.80
C 5.53 -0.54 2.00
C 4.43 -0.13 2.69
O 3.31 -0.39 2.01
H 4.32 0.35 3.64
H 6.55 -0.45 2.31
H 5.62 -1.51 0.00
C 0.79 -0.89 1.14
H 1.28 -1.32 2.02
C -0.70 -1.22 1.21
H -1.15 -0.64 2.01
H -0.83 -2.29 1.44
H 0.91 0.20 1.18
H 1.11 -2.37 -1.85
H 0.76 -0.64 -1.87
H -1.36 -1.68 -1.99
H -0.97 -2.86 -0.71
H -3.01 -0.39 -1.08
H -5.38 -0.59 0.78
H -5.64 -2.33 0.80
H -5.13 -0.64 -1.70
H -6.63 -1.44 -1.23

Copy entry 2 word for word.
Entry from the OMol25 dataset: the molecule C22H28N4O6S (ωB97M-V with the def2-TZVPD basis set).

Values from the calculation:
Lowest unoccupied orbital energy = 0.60 eV
Relative energy (zero: lowest compared OMol25 entry of this formula, charge and spin) = 227.6 kJ/mol
SMILES string = COC(=O)C1CCN([C@@H](c2cc(OC)c(OC)c(OC)c2)c2sc3nc(C)nn3c2O)CC1
HOMO level = -8.01 eV
Total charge = 0

Geometry (Å):
C -5.96 -3.25 -0.03
H -5.80 -3.39 -1.10
H -6.40 -2.27 0.13
H -6.61 -4.03 0.36
O -4.73 -3.37 0.67
C -3.79 -2.47 0.37
O -3.95 -1.58 -0.43
C -2.51 -2.74 1.14
C -1.59 -3.58 0.22
C -0.86 -2.67 -0.74
N 0.09 -1.82 -0.04
C -0.29 -1.55 1.34
C -1.81 -1.43 1.52
H -2.18 -0.63 0.88
H -2.04 -1.16 2.55
H 0.09 -2.36 1.97
H 0.19 -0.63 1.66
C 0.56 -0.68 -0.82
C 2.03 -0.58 -0.55
C 2.95 0.33 -0.94
N 4.20 -0.02 -0.49
C 4.28 -1.18 0.22
N 5.52 -1.39 0.58
C 6.18 -0.33 0.07
N 5.42 0.53 -0.59
C 7.64 -0.14 0.24
H 7.89 -0.08 1.30
H 7.95 0.77 -0.26
H 8.17 -0.99 -0.19
S 2.73 -1.91 0.36
O 2.77 1.45 -1.66
H 3.62 1.91 -1.72
C -0.20 0.61 -0.56
C 0.24 1.54 0.36
C -0.50 2.68 0.65
C -1.73 2.88 0.03
C -2.17 1.94 -0.93
C -1.40 0.82 -1.22
H -1.74 0.12 -1.95
O -3.36 2.21 -1.52
C -3.91 1.25 -2.40
H -4.89 1.64 -2.69
H -4.04 0.28 -1.90
H -3.29 1.13 -3.29
O -2.49 4.01 0.29
C -3.75 3.78 0.87
H -3.66 3.23 1.82
H -4.17 4.76 1.07
H -4.42 3.23 0.20
O 0.10 3.49 1.57
C -0.46 4.74 1.93
H 0.30 5.21 2.56
H -1.38 4.61 2.51
H -0.66 5.36 1.06
H 1.18 1.42 0.88
H 0.42 -0.94 -1.88
H -0.30 -3.26 -1.47
H -1.61 -2.07 -1.29
H -2.19 -4.31 -0.33
H -0.87 -4.13 0.83
H -2.77 -3.33 2.02

> relative energy (zero: lowest compared OMol25 entry of this formula, charge and spin) of number 2 (C22H28N4O6S)?

227.6 kJ/mol